[1]
Below is 2 unconnected molecules or ions with the total composition C5H12S2 at a distorted geometry, with properties calculated with the ωB97M-V functional and the def2-TZVPD basis.

Geometry as XYZ:
```
19
Properties=species:S:1:pos:R:3:lowdin_charge:R:1
C -1.59 -1.47 2.61 -0.450
S -1.61 0.10 1.62 0.358
S -2.71 -0.54 -0.04 0.331
H -2.37 -2.20 2.24 0.040
H -1.83 -1.22 3.61 -0.002
H -0.59 -1.89 2.55 0.014
H -1.66 -1.07 -0.65 -0.247
C 1.63 -0.05 0.07 -0.090
C 0.90 0.53 -1.15 -0.437
C 0.24 -0.14 -2.09 -0.012
C 1.06 2.04 -1.20 -0.079
H 2.65 -0.25 -0.25 0.082
H 1.16 -1.01 0.35 0.066
H 1.54 0.68 0.88 0.064
H -0.13 0.40 -2.97 0.068
H 0.00 -1.22 -1.97 0.064
H 0.75 2.47 -2.10 0.042
H 2.13 2.36 -1.08 0.096
H 0.43 2.49 -0.40 0.091
```

Output
LUMO = 0.5595 eV
energy above the lowest of the compared OMol25 structures with the same formula, charge and spin = 96.7 kJ/mol
frontier orbital gap = 0.35067 hartree
structure (SMILES) = C=C(C)C.CSS
M = 136.29 g/mol

[2]
Below is a single C3H6N2O molecule at a distorted geometry, with properties calculated with the ωB97M-V functional and the def2-TZVPD basis.

Geometry as XYZ:
```
12
Properties=species:S:1:pos:R:3:lowdin_charge:R:1
C -1.47 1.26 0.04 -0.014
C -1.03 -0.17 -0.01 -0.522
C 2.57 -0.02 0.06 -0.060
H -2.32 1.32 -0.74 0.117
H -0.75 2.04 -0.13 0.058
H -1.86 1.44 1.07 0.101
H 0.52 -1.46 0.11 0.160
H 2.87 -1.09 0.24 0.077
H 3.43 0.68 0.27 0.073
N 0.33 -0.46 -0.15 0.005
N 1.37 0.43 -0.10 -0.040
O -1.77 -1.14 0.06 0.045
```

Output
LUMO = 0.9435 eV
energy above the lowest of the compared OMol25 structures with the same formula, charge and spin = 193.6 kJ/mol
frontier orbital gap = 0.38388 hartree
structure (SMILES) = C=NNC(C)=O
M = 86.09 g/mol

[3]
Below is a molecular structure, C39H40ClN6O2S5Sc, with properties calculated with the ωB97M-V functional and the def2-TZVPD basis.

Geometry as XYZ:
```
94
Properties=species:S:1:pos:R:3:lowdin_charge:R:1
Sc -0.15 0.68 0.77 0.379
C -4.52 0.22 -0.69 -0.026
C -3.05 0.55 -0.71 -0.224
N -2.40 0.65 0.41 -0.047
N -3.23 0.52 1.54 -0.079
C -2.71 -0.21 2.47 -1.082
S -1.20 -1.01 2.46 0.542
S -3.80 -0.35 3.89 0.850
C -3.74 -2.15 4.12 -0.473
C -4.31 -2.92 2.96 -0.301
C -3.48 -3.66 2.12 -0.046
C -4.01 -4.35 1.03 -0.074
C -5.37 -4.30 0.77 -0.112
C -6.21 -3.57 1.60 -0.114
C -5.68 -2.88 2.69 -0.075
C -2.40 0.73 -2.01 -0.089
C -3.19 1.00 -3.14 -0.062
C -2.66 1.15 -4.40 -0.124
C -1.29 1.01 -4.58 -0.111
C -0.47 0.75 -3.50 -0.013
C -0.99 0.63 -2.19 -0.345
O -0.17 0.43 -1.21 -0.267
H -4.74 -0.47 0.13 0.070
H -4.83 -0.24 -1.63 0.067
H -5.12 1.12 -0.52 0.093
H -4.31 -2.33 5.03 0.068
H -2.71 -2.46 4.30 0.050
H -2.42 -3.69 2.29 0.085
H -3.33 -4.90 0.39 0.086
H -5.78 -4.83 -0.08 0.089
H -7.27 -3.52 1.40 0.087
H -6.33 -2.29 3.32 0.102
H -4.26 1.11 -3.01 0.095
H -3.31 1.38 -5.24 0.082
H -0.85 1.10 -5.57 0.091
H 0.60 0.66 -3.62 0.108
S 0.18 3.11 0.04 0.581
C 0.96 3.97 1.36 -0.713
C 1.49 5.25 1.13 -0.161
C 2.13 5.97 2.12 -0.147
C 2.25 5.41 3.39 -0.148
C 1.73 4.15 3.64 -0.162
C 1.08 3.41 2.64 -0.710
S 0.42 1.83 3.03 0.517
H 1.39 5.67 0.13 0.082
H 2.53 6.95 1.91 0.078
H 2.75 5.96 4.19 0.078
H 1.82 3.71 4.63 0.081
S 0.65 -2.68 -0.29 0.481
C -0.05 -4.14 0.09 -0.969
N -0.53 -5.17 0.36 -0.031
C 5.77 -4.70 -1.26 -0.056
C 4.89 -3.46 -1.00 -0.505
C 3.84 -3.40 -2.11 -0.054
C 4.19 -3.67 0.35 -0.043
C 5.78 -2.17 -1.01 -0.409
O 6.60 -2.17 -2.20 -0.020
C 6.68 -2.09 0.24 -0.118
C 8.00 -1.31 0.10 -0.136
C 7.87 0.17 -0.14 -0.241
C 7.20 1.00 0.76 -0.041
C 7.06 2.35 0.52 -0.090
C 7.62 2.90 -0.62 -0.673
Cl 7.47 4.61 -0.92 0.639
C 8.30 2.11 -1.53 -0.114
C 8.42 0.75 -1.28 -0.046
C 4.98 -0.88 -1.24 -0.033
N 3.96 -0.53 -0.27 -0.076
C 2.68 -0.24 -0.50 -0.166
N 2.10 0.16 0.61 0.014
C 3.10 0.10 1.53 -0.168
N 4.25 -0.29 1.04 0.119
H 5.17 -5.59 -1.09 0.089
H 6.64 -4.76 -0.59 0.077
H 6.12 -4.75 -2.29 0.081
H 3.38 -4.39 -2.23 0.093
H 4.29 -3.12 -3.06 0.087
H 3.02 -2.73 -1.87 0.028
H 3.53 -4.53 0.27 0.090
H 3.54 -2.83 0.62 0.050
H 4.90 -3.85 1.16 0.082
H 7.09 -3.00 -2.22 0.080
H 6.95 -3.11 0.56 0.102
H 6.09 -1.68 1.06 0.096
H 8.60 -1.74 -0.70 0.103
H 8.56 -1.47 1.03 0.118
H 6.73 0.57 1.63 0.109
H 6.51 2.98 1.21 0.111
H 8.72 2.55 -2.42 0.098
H 8.92 0.12 -2.00 0.112
H 4.47 -0.97 -2.20 0.131
H 5.68 -0.05 -1.32 0.126
H 2.19 -0.34 -1.46 0.127
H 2.94 0.40 2.56 0.097
```

Output
LUMO = 3.5222 eV
frontier orbital gap = 0.19809 hartree
net charge = -2
M = 865.53 g/mol